95
Properties=species:S:1:pos:R:3:forces:R:3:lowdin_spin:R:1 method="wB97M-V/def2-TZVPD" s_squared=0.76 spin_multiplicity=2 charge=+1 homo_energy_ev="-10.16 / -10.14" fmax_ev_per_a=1.81
Ru 0.604 -0.336 0.004 -1.4 -1.1 -0.2 0.796
C -3.019 -1.116 -2.313 0.0 -0.1 0.0 0.001
C -1.631 -0.906 -1.806 0.0 0.2 -0.2 0.011
N -1.333 -0.811 -0.551 0.6 -0.1 0.3 -0.010
N -2.315 -1.140 0.338 0.0 0.2 -0.1 0.016
C -1.943 -1.015 1.579 -0.4 0.0 -0.1 0.013
N -2.859 -1.268 2.540 0.1 -0.1 0.0 0.003
S -0.389 -0.484 2.125 1.1 0.5 -0.2 0.116
C -0.503 -0.785 -2.739 -0.3 0.0 0.4 0.003
C -0.641 -0.972 -4.105 0.1 0.0 -0.1 0.001
C 0.490 -0.952 -4.905 -0.1 0.0 0.0 0.003
C 1.728 -0.752 -4.317 0.0 0.0 0.1 0.002
C 1.787 -0.548 -2.949 -0.1 0.1 -0.2 0.000
N 0.695 -0.546 -2.181 0.8 0.4 0.6 0.004
H -3.235 -0.379 -3.088 0.0 0.0 0.0 0.000
H -3.731 -1.011 -1.502 0.0 0.0 0.0 0.000
H -3.134 -2.111 -2.749 0.0 0.0 0.0 0.000
H -3.719 -1.712 2.259 0.0 0.1 0.0 0.000
H -2.536 -1.424 3.479 0.0 0.1 0.0 0.000
H -1.619 -1.150 -4.527 0.0 0.0 0.0 0.000
H 0.405 -1.096 -5.974 0.0 0.0 0.0 0.000
H 2.637 -0.755 -4.899 0.0 0.0 0.0 0.000
H 2.730 -0.365 -2.456 0.0 0.0 0.0 0.000
Br 3.161 0.021 0.147 -0.1 0.0 0.3 -0.003
C 3.596 -1.837 0.165 0.0 0.0 0.0 -0.004
C 4.906 -2.195 0.216 0.0 -0.1 0.0 0.007
C 5.221 -3.570 0.213 0.0 0.1 0.0 -0.004
C 4.221 -4.496 0.165 0.0 0.0 0.0 0.005
C 2.857 -4.111 0.118 0.0 0.0 0.0 -0.001
C 1.826 -5.077 0.082 0.0 0.0 0.0 0.027
C 0.523 -4.681 0.055 -0.1 0.0 0.1 -0.002
C 0.185 -3.309 0.053 0.1 -0.1 -0.1 0.028
C 1.141 -2.319 0.075 -0.4 0.0 -0.4 -0.018
C 2.511 -2.733 0.112 0.0 0.0 0.1 0.004
H 5.687 -1.448 0.260 0.0 0.0 0.0 0.000
H 6.257 -3.876 0.252 0.0 0.0 0.0 0.000
H 4.456 -5.553 0.168 0.0 0.0 0.0 0.000
H 2.092 -6.127 0.084 0.0 0.0 0.0 0.001
H -0.270 -5.419 0.034 0.0 0.0 0.0 -0.001
H -0.866 -3.059 0.046 0.0 0.0 0.0 0.001
C -2.393 4.104 1.408 0.3 -0.1 -0.2 0.000
C -1.367 5.023 0.738 0.1 0.0 0.1 0.000
C -0.142 4.426 0.012 -0.3 -0.1 0.0 0.000
Sb 0.701 2.454 0.390 0.0 0.6 -0.1 0.002
C 1.351 2.762 2.392 0.0 0.0 0.0 0.003
C 1.299 4.036 2.953 0.0 0.0 0.0 0.000
C 1.771 4.262 4.238 0.0 0.0 0.0 0.000
C 2.309 3.216 4.975 0.0 0.0 0.0 0.000
C 2.373 1.946 4.423 0.0 0.0 0.0 0.000
C 1.893 1.720 3.140 0.0 0.1 0.0 0.000
C 2.502 3.143 -0.554 -0.1 0.0 0.0 -0.002
C 2.450 3.494 -1.903 0.0 -0.1 0.0 0.000
C 3.545 4.080 -2.522 0.0 0.0 0.0 0.000
C 4.706 4.318 -1.798 0.0 0.0 0.0 0.000
C 4.771 3.959 -0.459 0.0 0.0 0.0 0.000
C 3.673 3.377 0.163 0.0 0.0 0.0 0.000
Sb -3.281 2.577 0.151 0.0 -0.3 -0.1 0.000
C -5.313 3.206 0.352 0.0 0.0 0.0 0.000
C -6.142 3.406 -0.750 0.0 0.0 0.1 0.000
C -7.474 3.761 -0.573 0.0 0.0 0.0 0.000
C -7.992 3.909 0.705 0.0 0.0 0.0 0.000
C -7.179 3.694 1.809 0.0 0.0 0.0 0.000
C -5.848 3.340 1.633 0.0 0.0 -0.1 0.000
C -2.915 3.434 -1.780 0.0 0.0 0.1 0.000
C -2.170 2.689 -2.693 0.0 0.0 0.0 0.000
C -1.868 3.192 -3.953 0.0 0.0 0.0 0.000
C -2.307 4.458 -4.313 0.0 0.0 0.0 0.000
C -3.055 5.210 -3.415 0.0 0.0 0.0 0.000
C -3.359 4.700 -2.160 0.1 0.0 0.0 0.000
H -3.224 4.696 1.792 0.0 0.0 0.1 0.000
H -1.937 3.579 2.253 0.0 0.0 0.0 0.000
H -0.973 5.694 1.506 -0.1 0.0 0.0 0.000
H -1.902 5.659 0.030 0.1 0.0 -0.1 0.000
H 0.742 5.033 0.208 0.0 0.1 -0.1 0.000
H -0.283 4.436 -1.069 0.0 -0.1 -0.1 0.000
H 0.892 4.868 2.392 0.0 0.0 0.0 0.000
H 1.719 5.256 4.663 0.0 0.0 0.0 0.000
H 2.678 3.392 5.976 0.0 0.0 0.0 0.000
H 2.794 1.127 4.991 0.0 0.0 0.0 0.000
H 1.959 0.721 2.727 0.0 0.0 0.0 0.000
H 1.548 3.316 -2.482 0.0 0.0 0.0 0.000
H 3.490 4.358 -3.566 0.0 0.0 0.0 0.000
H 5.555 4.789 -2.275 0.0 0.0 0.0 0.000
H 5.675 4.141 0.108 0.0 0.0 0.0 0.000
H 3.735 3.113 1.212 0.0 0.0 0.0 0.000
H -5.754 3.289 -1.755 0.0 0.0 0.0 0.000
H -8.108 3.922 -1.436 0.0 0.0 0.0 0.000
H -9.029 4.187 0.842 0.0 0.0 0.0 0.000
H -7.582 3.797 2.808 0.0 0.0 0.0 0.000
H -5.225 3.171 2.505 0.0 0.0 0.0 0.000
H -1.810 1.703 -2.417 0.0 0.0 0.0 0.000
H -1.290 2.597 -4.651 0.0 0.0 0.0 0.000
H -2.071 4.858 -5.290 0.0 0.0 0.0 0.000
H -3.399 6.198 -3.695 0.0 0.0 0.0 0.000
H -3.950 5.296 -1.473 0.0 0.0 0.0 0.000

---

73
Properties=species:S:1:pos:R:3:forces:R:3:mulliken_charge:R:1 method="wB97M-V/def2-TZVPD" homo_energy_ev=-8.59 fmax_ev_per_a=4.83
C -1.543 -4.263 -2.192 1.0 -0.2 -0.4 -0.922
C -0.045 -4.416 -1.668 2.2 -0.4 0.5 0.537
C 0.824 -5.531 -2.301 2.3 1.5 2.3 -0.437
C 2.326 -5.736 -1.881 -2.7 3.4 2.1 -0.551
C 2.883 -4.768 -0.802 -3.0 -0.2 -1.3 -0.560
C 2.005 -3.669 -0.167 -1.2 -1.5 -2.1 -0.385
C 0.519 -3.438 -0.574 2.4 -2.7 -1.9 0.494
C -0.419 -2.283 0.031 0.1 -0.7 0.9 -0.455
C 0.388 -1.246 0.939 2.1 1.6 -0.4 0.355
C 1.528 -0.501 0.499 -2.1 -1.3 1.7 -0.310
C 2.247 0.469 1.572 0.4 1.2 -0.2 0.338
O 2.677 1.609 1.295 -1.2 -3.9 0.8 -0.568
C 2.321 -0.141 3.068 -2.9 -1.8 0.1 -0.384
C 1.173 -0.873 3.509 2.0 1.6 -1.8 -0.383
C -0.061 -0.983 2.470 -1.5 0.2 0.5 0.121
O -1.259 -0.838 2.820 4.3 -0.8 -1.3 -0.563
H -1.609 -4.751 -3.231 0.0 0.7 1.6 0.253
H -2.301 -4.781 -1.511 1.1 0.9 -0.8 0.228
H -1.778 -3.152 -2.317 0.1 -1.6 0.3 0.275
H 0.438 -6.267 -3.099 0.3 1.6 1.4 0.244
H 2.986 -6.554 -2.315 -1.1 1.3 0.6 0.319
H 3.979 -4.891 -0.493 -1.9 0.3 -0.4 0.295
H 2.508 -2.989 0.605 -1.0 -1.2 -1.3 0.253
H -1.053 -1.772 -0.780 1.2 -0.7 1.2 0.298
H -1.180 -2.810 0.726 1.1 0.9 -1.1 0.314
H 1.930 -0.623 -0.569 -0.6 0.5 1.8 0.432
H 3.243 -0.038 3.736 -1.5 0.2 -1.2 0.388
H 1.126 -1.376 4.533 -0.2 1.0 -1.6 0.377
C -0.364 4.067 3.019 -0.1 0.2 0.1 -0.655
C -0.377 3.480 1.618 0.1 0.1 0.1 -0.074
O -1.283 4.131 0.739 -0.2 -0.1 -0.1 -0.439
C -1.055 5.515 0.510 0.1 0.0 0.1 -0.266
C 0.305 5.812 -0.097 0.2 0.0 0.0 -0.903
H -1.367 4.040 3.455 0.1 -0.1 0.0 0.306
H 0.314 3.501 3.663 0.0 0.0 -0.1 0.422
H -0.035 5.109 3.021 0.1 -0.1 0.0 -0.157
H -0.697 2.435 1.677 -0.1 0.1 -0.2 0.182
H 0.629 3.469 1.186 0.0 0.0 0.1 0.167
H -1.205 6.080 1.435 0.1 0.0 0.0 0.248
H -1.832 5.848 -0.184 0.0 -0.2 0.1 0.346
H 1.120 5.516 0.565 0.0 0.1 0.0 0.153
H 0.407 6.883 -0.293 0.0 -0.1 0.0 0.331
H 0.431 5.270 -1.038 0.0 0.1 0.0 0.335
C 3.495 8.182 2.326 0.1 -0.1 0.1 -1.043
C 2.084 8.730 2.195 0.1 0.0 0.0 -0.349
O 1.111 7.962 2.889 -0.2 -0.1 -0.1 -0.362
C 1.281 7.842 4.295 0.0 0.1 0.0 -0.288
C 1.264 9.175 5.024 0.0 0.1 0.0 -1.196
H 3.538 7.147 1.974 0.0 0.1 0.0 0.243
H 4.193 8.782 1.738 -0.1 0.0 0.0 0.410
H 3.840 8.189 3.362 0.0 0.1 -0.1 0.269
H 1.798 8.715 1.140 -0.2 -0.1 0.2 0.313
H 2.037 9.777 2.511 0.1 0.0 0.1 0.333
H 2.197 7.285 4.518 0.1 0.1 0.0 0.365
H 0.451 7.231 4.659 0.0 0.0 -0.2 0.311
H 2.086 9.823 4.712 0.0 0.0 0.1 0.277
H 1.352 9.020 6.102 0.0 0.0 -0.1 0.392
H 0.331 9.709 4.822 0.0 -0.1 0.0 0.319
C -2.586 -9.609 -4.018 0.0 0.0 -0.2 -1.076
C -3.088 -8.233 -3.613 0.0 -0.1 0.0 -0.333
O -2.634 -7.191 -4.464 0.2 0.2 0.1 -0.320
C -3.008 -7.280 -5.833 -0.1 0.0 0.0 -0.355
C -4.511 -7.284 -6.052 -0.1 0.0 0.1 -1.082
H -1.493 -9.625 -4.050 -0.1 0.0 0.1 0.297
H -2.927 -10.364 -3.304 0.0 0.1 0.0 0.389
H -2.946 -9.899 -5.007 -0.1 0.0 0.1 0.263
H -2.712 -8.002 -2.612 0.0 0.2 -0.2 0.341
H -4.180 -8.217 -3.543 0.0 -0.1 -0.1 0.298
H -2.541 -8.156 -6.296 -0.1 -0.1 0.0 0.310
H -2.582 -6.405 -6.330 0.1 0.0 0.2 0.322
H -4.989 -8.151 -5.590 0.0 0.0 -0.1 0.267
H -4.740 -7.308 -7.121 0.0 0.0 0.1 0.388
H -4.964 -6.389 -5.617 0.1 0.0 -0.1 0.298

---

197
Properties=species:S:1:pos:R:3:forces:R:3:mulliken_charge:R:1 method="wB97M-V/def2-TZVPD" homo_energy_ev=-8.71 fmax_ev_per_a=2.30
C -2.283 -4.866 -0.480 -0.4 -0.6 0.4 -1.620
C -2.348 -3.422 -0.032 -0.3 -0.5 0.9 1.400
C -2.845 -3.253 1.447 0.7 0.0 -1.6 -0.267
O -4.149 -3.697 1.442 -1.8 -0.6 0.4 -0.443
C -4.792 -3.679 2.715 1.4 -0.2 0.6 -0.499
N -1.024 -2.830 -0.106 -0.3 0.6 -0.1 1.952
H -3.264 -5.356 -0.477 0.1 0.2 0.2 0.415
H -1.608 -5.422 0.182 0.0 0.0 -0.1 0.323
H -1.926 -4.962 -1.498 0.3 0.2 -0.2 0.141
H -3.068 -2.917 -0.696 -0.1 0.1 0.2 -0.721
H -2.831 -2.192 1.668 0.3 0.5 0.3 -0.429
H -2.185 -3.768 2.172 -0.2 -0.1 -0.3 0.824
H -4.222 -4.338 3.401 -0.3 0.1 -0.2 0.302
H -5.817 -4.042 2.658 0.1 0.2 -0.3 0.297
H -4.725 -2.686 3.179 -0.3 0.0 -0.2 0.029
H -1.172 -1.870 0.216 0.6 0.1 -0.2 -1.324
H -0.776 -2.804 -1.093 0.3 0.2 0.0 -0.507
C -2.917 0.538 -2.091 -0.8 -0.7 0.5 1.156
C -4.388 0.014 -2.098 -0.4 0.5 -0.2 -0.122
C -4.499 -1.207 -3.038 0.2 -0.6 1.5 -0.390
O -4.248 -0.834 -4.337 0.2 0.8 -1.2 -0.209
C -4.219 -1.845 -5.317 0.6 -1.1 0.4 -0.593
N -4.778 -0.295 -0.690 1.1 -0.6 -0.7 -0.518
H -2.534 0.917 -3.032 -0.2 -0.2 -0.4 0.137
H -2.319 -0.343 -1.786 0.0 0.5 -0.1 -0.536
H -2.758 1.326 -1.355 -0.2 0.0 0.2 -0.987
H -5.133 0.756 -2.448 0.6 -0.1 0.0 0.597
H -5.468 -1.704 -2.888 -0.3 0.2 -0.3 0.384
H -3.764 -1.962 -2.697 0.1 0.1 -0.1 0.050
H -5.217 -2.150 -5.640 -0.2 0.1 0.1 0.300
H -3.691 -2.762 -4.947 -0.4 0.6 -0.1 0.213
H -3.648 -1.513 -6.187 -0.2 0.3 0.2 0.132
H -5.721 -0.640 -0.568 -0.2 0.1 -0.4 0.320
H -4.186 -1.084 -0.419 -0.1 0.2 0.3 -0.131
C -0.169 -2.833 5.642 -0.2 1.3 -0.2 -1.707
C -1.033 -1.904 4.738 0.5 0.0 0.6 1.035
C -1.910 -0.877 5.513 -0.1 0.0 -0.3 0.207
O -2.983 -1.560 6.117 -0.2 -1.4 -0.2 -0.366
C -3.739 -0.892 7.093 0.1 0.3 -0.6 -0.743
N -0.102 -1.185 3.818 -0.6 -0.5 0.3 -0.061
H 0.517 -3.394 5.002 -0.2 -0.2 0.1 0.347
H -0.815 -3.487 6.224 0.1 -0.1 0.0 0.439
H 0.441 -2.197 6.305 -0.2 -0.3 -0.1 0.293
H -1.716 -2.587 4.206 0.0 0.4 -0.1 -0.368
H -2.337 -0.162 4.794 0.2 0.1 0.0 -0.491
H -1.365 -0.293 6.270 0.3 -0.2 -0.2 0.547
H -4.298 -0.064 6.637 0.3 0.3 0.2 0.209
H -3.060 -0.575 7.886 -0.3 0.3 0.3 0.340
H -4.506 -1.565 7.477 0.3 -0.3 0.1 0.261
H 0.374 -1.905 3.276 0.0 0.0 0.0 -0.150
H -0.629 -0.622 3.158 -0.2 0.0 -0.2 -0.318
C -1.966 5.194 -2.236 0.9 0.1 0.5 -0.922
C -2.754 4.689 -1.046 0.5 -1.4 1.1 2.012
C -2.276 4.996 0.410 0.0 0.0 -0.8 -0.856
O -0.955 4.547 0.680 0.0 -0.6 -0.5 0.083
C -0.526 4.739 2.014 0.5 0.8 0.2 -0.807
N -4.163 4.986 -1.093 -0.9 -0.6 -0.5 -0.606
H -2.347 4.779 -3.166 -0.5 0.3 -0.1 0.239
H -0.958 4.777 -2.219 0.3 0.2 0.3 -0.259
H -1.902 6.292 -2.248 -0.1 -0.3 -0.2 0.342
H -2.702 3.582 -1.063 0.0 0.3 -0.2 -1.094
H -2.962 4.478 1.084 -0.1 0.1 0.0 -0.070
H -2.370 6.068 0.555 0.1 0.5 0.3 0.493
H -1.237 4.463 2.787 -0.5 -0.3 -0.2 0.234
H -0.312 5.800 2.133 0.0 0.3 0.3 0.380
H 0.412 4.212 2.242 -0.3 -0.1 -0.6 0.080
H -4.535 4.571 -1.961 0.0 0.7 0.7 0.307
H -4.425 5.963 -1.013 0.3 -0.1 -0.3 0.245
C -2.218 0.747 -7.206 -0.9 -1.0 0.4 -1.014
C -2.601 1.998 -6.460 0.3 0.6 -0.3 1.077
C -1.477 2.656 -5.691 0.2 1.0 0.3 -0.791
O -0.931 1.716 -4.815 -0.3 -1.2 -0.5 0.205
C 0.122 2.085 -3.995 0.6 0.8 0.0 -0.022
N -3.196 3.016 -7.325 -0.8 0.0 0.7 -0.716
H -1.593 0.856 -8.090 0.3 0.3 0.2 0.345
H -3.137 0.227 -7.524 0.1 0.3 -0.2 0.376
H -1.809 0.060 -6.479 0.7 -0.3 0.0 -0.223
H -3.349 1.755 -5.691 0.1 -0.2 -0.3 -0.058
H -1.940 3.458 -5.103 0.0 0.2 0.0 0.011
H -0.745 3.195 -6.338 0.0 -0.7 0.1 0.422
H 1.101 2.086 -4.512 -0.3 0.1 0.0 0.346
H 0.185 1.382 -3.171 0.0 0.0 0.0 -0.441
H -0.075 3.083 -3.592 0.2 0.1 0.2 0.058
H -2.748 3.084 -8.221 0.4 -0.1 -0.3 0.273
H -4.126 2.664 -7.496 -0.3 0.4 -0.4 0.298
C 1.142 -5.129 -2.401 -1.1 -0.5 -0.7 -0.872
C 0.272 -4.925 -3.691 0.4 1.3 0.7 0.778
C 0.483 -3.519 -4.315 -0.2 -0.8 0.2 -1.141
O -0.184 -2.623 -3.453 0.0 -0.6 0.2 0.297
C -0.044 -1.280 -3.740 0.6 1.2 -0.7 0.125
N 0.612 -5.905 -4.664 0.8 -1.0 -0.9 -0.708
H 0.883 -4.490 -1.542 0.0 0.0 -0.6 -0.203
H 2.189 -5.008 -2.684 0.0 -0.1 0.2 0.372
H 0.942 -6.171 -2.078 0.4 0.4 0.0 0.438
H -0.792 -4.997 -3.477 -0.3 0.3 0.6 0.037
H 0.060 -3.473 -5.329 -0.3 0.0 0.0 0.353
H 1.552 -3.314 -4.469 0.0 0.2 0.5 0.386
H -0.620 -0.708 -3.036 -0.3 0.1 0.4 -0.811
H -0.390 -0.978 -4.740 -0.1 -0.3 0.0 0.223
H 0.993 -0.917 -3.654 0.0 -0.3 0.0 0.089
H 0.058 -5.804 -5.506 0.0 -0.1 0.1 0.255
H 0.545 -6.865 -4.327 -0.1 0.4 -0.1 0.262
C 3.924 0.711 -2.324 0.7 0.4 -0.1 -0.396
C 5.428 0.427 -2.386 0.2 0.0 0.9 0.749
C 6.016 0.526 -3.786 0.8 -0.8 0.3 -1.291
O 5.419 -0.413 -4.652 0.0 0.4 -1.2 -0.254
C 5.923 -0.230 -6.004 0.0 -0.5 1.7 -0.789
N 6.211 1.310 -1.486 0.1 -0.7 0.4 -0.603
H 3.863 1.765 -2.636 -0.6 -0.2 -0.1 0.156
H 3.559 0.657 -1.293 0.1 -0.1 -0.2 -0.205
H 3.364 0.032 -2.974 0.0 0.3 0.0 0.145
H 5.609 -0.592 -2.037 0.1 -0.1 -0.1 0.333
H 7.101 0.305 -3.758 -0.3 0.2 0.3 0.477
H 5.941 1.524 -4.187 -0.3 0.8 -0.2 0.413
H 7.006 -0.415 -6.014 -0.1 0.0 -0.1 0.297
H 5.746 0.779 -6.352 -0.2 0.3 -0.2 0.328
H 5.413 -0.960 -6.603 -0.2 -0.2 -0.4 0.240
H 5.892 2.260 -1.535 -0.2 0.5 -0.4 0.297
H 6.075 1.089 -0.485 -0.1 -0.1 -1.0 -0.139
C 2.461 -2.224 1.385 -0.4 -0.1 -0.6 -0.426
C 2.190 -3.720 1.545 1.1 0.8 -1.3 1.473
C 3.307 -4.337 2.354 -0.8 -0.7 0.0 -1.369
O 2.847 -5.656 2.608 0.8 -1.2 1.4 -0.338
C 3.587 -6.320 3.656 0.1 0.6 -0.1 -0.841
N 0.934 -3.881 2.206 -1.6 -0.1 0.1 -0.012
H 1.664 -1.819 0.770 -0.6 0.3 0.2 -0.807
H 3.311 -1.996 0.741 0.6 -0.1 0.5 0.570
H 2.470 -1.733 2.370 0.2 0.0 -0.4 0.293
H 2.220 -4.198 0.534 -0.1 0.2 0.4 -0.352
H 3.434 -3.770 3.272 0.0 0.0 0.4 0.487
H 4.258 -4.364 1.816 0.1 0.1 -0.1 0.451
H 3.512 -5.803 4.626 0.0 0.3 -0.4 0.313
H 4.634 -6.418 3.382 0.3 0.3 -0.1 0.321
H 3.272 -7.332 3.874 -0.7 -0.2 -0.6 0.282
H 0.148 -3.577 1.592 0.9 -0.2 0.3 -0.561
H 0.774 -4.865 2.397 0.1 0.1 0.1 0.401
C 6.548 -1.041 1.141 0.6 0.2 0.2 -0.825
C 6.884 0.141 2.047 -0.5 -0.3 0.7 0.519
C 5.614 0.907 2.447 0.1 0.3 0.9 -0.907
O 4.898 1.304 1.314 1.8 -0.8 -1.2 -0.037
C 3.781 2.063 1.544 -0.5 0.2 0.7 -0.060
N 7.543 -0.358 3.280 -0.3 -0.2 -0.2 -0.692
H 5.875 -1.697 1.685 0.0 -0.2 0.2 0.459
H 7.505 -1.568 0.965 -0.6 0.1 -0.4 0.355
H 6.024 -0.763 0.220 0.5 -0.1 0.2 -0.228
H 7.561 0.860 1.602 0.0 0.1 -0.8 0.316
H 5.921 1.822 2.991 -0.1 -0.3 0.1 0.289
H 4.967 0.320 3.136 0.4 0.0 -0.3 0.261
H 3.025 1.373 1.933 -0.6 0.5 -0.1 -0.140
H 3.517 2.563 0.625 -0.5 -0.1 -0.3 -0.037
H 3.980 2.847 2.281 -0.1 0.1 0.2 0.446
H 8.059 -1.228 3.126 -0.3 0.5 -0.1 0.220
H 8.193 0.327 3.637 0.1 0.0 0.1 0.262
C -4.396 0.071 2.832 0.4 0.9 -0.2 -1.212
C -4.446 1.576 2.547 0.2 -0.2 -0.4 -0.058
C -3.580 2.330 3.544 -1.3 0.1 0.7 -0.536
O -4.132 2.236 4.883 0.3 -0.2 -0.7 -0.457
C -3.444 2.985 5.882 1.6 -1.2 -1.1 -0.707
N -3.869 1.864 1.203 0.2 -0.4 -0.1 -0.409
H -4.784 -0.136 3.818 0.0 0.0 0.4 0.570
H -3.346 -0.258 2.759 -0.4 -0.1 0.0 -0.414
H -5.016 -0.444 2.128 -0.2 -0.5 -0.5 0.641
H -5.476 1.943 2.573 0.0 -0.1 0.3 0.579
H -3.602 3.351 3.197 0.2 0.8 0.2 0.713
H -2.580 1.945 3.429 0.7 -0.2 0.4 -0.029
H -3.926 2.866 6.837 -0.6 0.3 0.1 0.298
H -3.301 3.993 5.526 -0.3 0.7 0.3 0.381
H -2.412 2.583 6.045 -0.5 0.1 -0.2 0.156
H -4.143 2.767 0.820 -0.1 0.0 0.4 0.441
H -4.209 1.188 0.513 -0.2 -0.1 0.3 -0.289
C 1.731 3.076 5.433 -0.5 0.3 -0.1 -1.497
C 1.850 1.782 4.625 -0.3 0.3 1.6 1.370
O 1.065 0.824 5.318 0.4 -0.4 -0.6 -0.549
H 0.680 3.411 5.492 0.3 -0.3 -0.2 0.250
H 2.289 3.885 4.949 0.2 -0.1 0.3 0.367
H 2.033 2.929 6.485 0.2 0.0 -0.6 0.354
H 2.922 1.519 4.574 -0.3 -0.2 -0.1 -0.002
H 1.438 1.901 3.637 0.1 0.3 -0.7 -0.546
H 0.843 0.098 4.671 -0.1 0.1 0.7 0.408
C 0.361 0.494 -0.554 0.3 -0.7 0.3 1.459
C -0.063 0.815 0.853 -1.2 1.2 0.4 0.697
O -1.327 0.231 1.261 0.4 -0.2 -0.5 2.544
H 1.410 0.759 -0.654 0.1 0.5 -0.2 -0.714
H -0.255 1.026 -1.276 0.1 -0.2 -0.1 -0.438
H 0.364 -0.601 -0.701 -0.4 0.4 -0.2 -0.495
H -0.176 1.906 1.000 0.2 -0.3 -0.3 -0.464
H 0.708 0.523 1.549 0.1 -0.5 0.4 -0.183
H -2.081 0.770 0.927 0.5 0.0 0.4 -1.271
C 2.177 6.220 -1.192 0.3 0.0 1.7 -1.177
C 2.182 4.752 -1.586 0.1 0.5 -0.4 0.120
O 1.608 3.939 -0.564 0.0 0.5 -0.7 0.342
H 2.719 6.922 -1.831 -0.4 -0.3 -0.4 0.383
H 2.708 6.294 -0.218 -0.3 -0.1 -0.4 0.294
H 1.150 6.524 -0.962 0.1 0.3 -0.4 0.183
H 3.219 4.455 -1.719 0.0 -0.4 -0.1 0.293
H 1.656 4.654 -2.556 0.2 -0.3 0.3 -0.039
H 0.712 4.295 -0.452 -0.1 -0.3 0.4 -0.181